Record 1
Molecular formula: C6H10N2OS
Method: DFT, ωB97M-V/def2-TZVPD

Cartesian coordinates (Å):
C  1.8080  -2.0581  0.1614
N  1.1299  -0.7434  0.3209
C  -0.0840  -0.7102  0.6997
C  -0.6501  0.6274  0.7477
C  0.3663  1.6876  0.8623
O  0.6690  2.3654  -0.3288
N  -1.8748  0.8603  1.1655
S  -3.0394  -0.2618  1.3777
H  2.6261  -2.1702  0.9311
H  2.0476  -2.0115  -0.9423
H  1.1653  -3.0252  0.1942
H  -0.8092  -1.4387  0.9159
H  -0.0285  2.5672  1.4400
H  1.3288  1.2562  1.1528
H  1.2628  1.7596  -0.8673
H  -2.1445  1.8504  1.0684
C  -0.8638  -0.7100  -2.3941
C  -0.9577  0.4387  -2.1418
H  -0.9168  -1.7599  -2.6484
H  -1.0348  1.4762  -1.7149

Cartesian forces, eV/Å:
C -1.168 -0.677 -0.932
N -0.020 -2.053 0.777
C 0.553 1.444 -1.008
C 0.225 0.239 2.030
C 0.163 2.449 -0.097
O 1.213 -0.748 -2.602
N 1.215 0.492 -1.822
S -1.459 -0.654 0.400
H -0.524 0.291 -1.394
H 0.921 -0.272 1.353
H 0.482 1.718 0.483
H -0.331 -1.834 0.227
H 0.486 -1.202 0.411
H -0.631 0.157 1.057
H -1.064 1.068 0.823
H 0.066 -0.411 0.674
C -0.239 -2.673 -0.841
C -0.364 3.710 1.426
H 0.226 0.660 0.117
H 0.251 -1.706 -1.085

ΔE to the lowest compared entry with this formula, charge and spin (kcal per mole): 139.7
E_LUMO (spin up / spin down) (eV): -0.81 / -0.81
Frontier orbital gap (spin up / spin down) (eV): 7.2 / 7.2
Total energy (eV): -22241.749
SMILES: C/N=C/C(CO)=[NH+]\[S-].C#C
F_max (Eh/bohr): 0.078

Record 2
Molecular formula: C24H64BIN4O14
Method: DFT, ωB97M-V/def2-TZVPD

Cartesian coordinates (Å):
C  2.0058  1.8324  3.4880
C  1.4574  2.0425  2.2063
C  0.5498  0.9910  1.4463
C  -0.9851  1.2509  1.7423
N  -1.1764  1.8455  3.0924
C  -1.5578  1.0292  3.9408
O  -2.2013  0.3907  4.6684
C  -1.2929  2.5411  0.8051
O  -0.5548  3.1837  0.1300
N  -2.7453  2.6765  0.9994
C  -3.3731  1.3045  1.0413
C  -4.3923  1.2124  2.2496
C  -5.8432  1.7368  1.9249
C  -6.6011  1.8861  3.3423
N  -6.8916  0.5305  3.8752
B  -4.1980  1.2822  -0.3833
O  -5.0152  0.1911  -0.7591
O  -4.1568  2.3891  -1.2699
C  -2.0953  0.3018  1.1273
I  -1.6101  0.0845  -1.0328
N  -2.3295  -1.0203  1.6696
C  -1.1017  -1.8278  1.8293
C  -1.5776  -3.3113  2.1877
C  -2.7168  -3.8098  1.1830
H  2.9471  1.2353  3.5989
H  1.5665  2.2682  4.4231
H  1.6210  3.0178  1.6638
H  0.8315  1.0694  0.3655
H  0.9208  -0.0195  1.7935
H  -2.9389  3.2331  1.8406
H  -3.9756  1.8478  3.0803
H  -4.5064  0.1757  2.6699
H  -6.4689  0.9921  1.3526
H  -5.8619  2.7630  1.4658
H  -7.5103  2.5347  3.2516
H  -5.8260  2.3302  4.0313
H  -7.0517  -0.1401  3.1182
H  -6.0571  0.1819  4.3563
H  -5.6521  0.5831  -1.4001
H  -3.3845  2.3645  -1.8585
H  -2.7867  -0.9993  2.5840
H  -0.4484  -1.8707  0.9235
H  -0.4970  -1.4869  2.7192
H  -2.0869  -3.2828  3.1981
H  -0.7246  -4.0331  2.1547
H  -3.6489  -3.1874  1.2806
H  -2.9976  -4.8525  1.5138
H  -2.3411  -3.8690  0.1296
C  1.7686  -5.2181  0.7369
O  2.0067  -4.2588  1.7622
H  0.9327  -4.8809  0.1257
H  2.6561  -5.3147  0.1125
H  1.5215  -6.1829  1.1885
H  2.7481  -4.5812  2.2859
C  -5.4505  1.0018  -4.9170
O  -5.4687  0.9780  -3.4947
H  -5.4991  -0.0224  -5.2835
H  -6.3123  1.5598  -5.2911
H  -4.5265  1.4673  -5.2686
H  -5.4249  1.8948  -3.1934
C  4.4243  -2.7643  -1.1446
O  3.0839  -3.2197  -1.0399
H  5.0418  -3.5729  -1.5354
H  4.4713  -1.9119  -1.8269
H  4.7924  -2.4733  -0.1571
H  2.5609  -2.4882  -0.6924
C  5.8218  -7.1403  -1.5276
O  4.5260  -6.6611  -1.8762
H  5.9249  -8.1646  -1.8786
H  6.5846  -6.5184  -2.0012
H  5.9431  -7.1165  -0.4413
H  4.4641  -5.7531  -1.5537
C  -4.6700  5.2912  -2.6711
O  -4.4908  5.7734  -3.9984
H  -4.9390  4.2379  -2.7135
H  -3.7404  5.4040  -2.1102
H  -5.4716  5.8491  -2.1815
H  -4.2539  6.7053  -3.9322
C  4.9325  4.7124  2.6042
O  3.5827  4.2747  2.6936
H  5.5377  3.8965  2.2119
H  5.0025  5.5696  1.9296
H  5.3005  4.9897  3.5955
H  3.0668  5.0106  3.0422
C  9.4521  -6.3351  -2.4064
O  9.4176  -6.3818  -0.9852
H  9.3965  -7.3513  -2.7929
H  8.5993  -5.7610  -2.7773
H  10.3846  -5.8729  -2.7409
H  9.4673  -5.4736  -0.6677
C  6.3789  -11.0326  -2.7208
O  7.3919  -10.0387  -2.6212
H  5.4613  -10.5611  -3.0694
H  6.6821  -11.8028  -3.4345
H  6.2026  -11.4836  -1.7409
H  8.1922  -10.4771  -2.3117
C  -1.9002  7.3902  -0.5620
O  -3.2030  7.8594  -0.9051
H  -1.7957  6.3621  -0.9064
H  -1.1442  8.0127  -1.0454
H  -1.7715  7.4227  0.5231
H  -3.2708  8.7673  -0.5905
C  0.8122  9.3210  -3.2707
O  0.7875  9.2882  -1.8484
H  0.7605  8.2994  -3.6436
H  -0.0459  9.8853  -3.6449
H  1.7396  9.7846  -3.6160
H  0.8340  10.2005  -1.5417

Cartesian forces, eV/Å:
C -0.165 -0.395 -0.530
C -0.536 -0.090 -0.073
C 3.334 -0.950 0.317
C 2.580 2.041 -3.051
N -0.159 -2.384 0.584
C -1.338 1.225 -1.174
O 0.781 -0.316 0.687
C -1.846 -1.200 1.599
O -0.469 0.117 0.475
N 0.735 0.319 -0.131
C -0.119 0.321 0.256
C -0.025 0.195 -0.177
C -0.748 0.415 1.604
C 1.455 -0.635 -0.930
N 0.265 0.184 0.137
B -0.304 -1.321 -1.081
O 0.064 2.239 0.928
O -0.188 -0.805 0.367
C -0.665 0.631 0.885
I 0.440 -0.558 0.162
N 1.044 1.003 -0.328
C -0.126 -1.899 1.240
C -1.206 0.576 -0.906
C 0.356 -0.529 0.915
H -1.914 -1.229 0.297
H 1.619 1.357 -1.088
H -1.800 -0.244 1.376
H -1.009 -0.116 0.755
H -0.709 0.845 -0.241
H 0.141 -0.256 -0.540
H -0.387 -0.554 -0.622
H 0.269 0.867 -0.645
H 0.946 0.920 0.165
H 0.272 -1.058 -0.034
H 0.768 -0.705 0.197
H -1.210 -0.007 -0.488
H -0.126 0.409 0.221
H -0.495 0.190 -0.112
H 0.692 -0.900 -0.022
H -0.258 0.138 0.476
H -0.116 0.272 -0.450
H -0.774 0.366 0.605
H -0.274 -0.108 -0.996
H 0.929 -0.155 -0.815
H -0.616 0.765 0.337
H 1.102 -0.508 -0.401
H 0.273 0.956 -0.486
H -0.479 0.245 0.847
C 0.270 -0.257 0.268
O -0.071 0.187 0.122
H 0.071 0.068 0.060
H -0.201 -0.137 -0.151
H -0.090 -0.067 -0.164
H -0.121 0.118 -0.037
C -0.073 0.170 0.139
O -0.097 0.128 -0.036
H 0.003 0.032 0.111
H 0.061 -0.046 -0.196
H -0.052 -0.032 -0.172
H 0.127 -0.148 0.087
C -0.338 0.259 0.153
O 0.060 0.017 -0.187
H -0.073 0.021 -0.023
H 0.280 -0.016 0.001
H 0.222 0.036 -0.082
H -0.015 -0.208 0.026
C -0.212 0.266 0.079
O -0.083 0.126 0.027
H -0.021 0.100 -0.016
H 0.167 -0.160 0.094
H 0.231 -0.090 -0.017
H -0.167 -0.209 -0.136
C 0.094 0.320 -0.121
O -0.009 0.024 -0.183
H 0.019 0.088 -0.080
H -0.144 -0.118 0.213
H 0.051 -0.125 0.212
H -0.014 -0.143 -0.015
C -0.274 0.202 0.100
O 0.071 0.105 -0.031
H -0.116 -0.007 0.018
H 0.225 -0.005 0.009
H 0.202 0.026 -0.074
H -0.005 -0.164 -0.050
C 0.046 0.261 0.196
O -0.011 -0.038 0.080
H -0.048 0.032 0.123
H 0.068 -0.056 -0.243
H -0.045 -0.034 -0.196
H 0.001 -0.169 0.026
C 0.283 -0.064 0.086
O 0.072 0.038 -0.019
H 0.099 0.054 0.018
H -0.193 -0.085 0.010
H -0.164 -0.104 -0.074
H -0.082 0.154 -0.029
C -0.005 0.319 -0.002
O -0.184 0.008 -0.079
H -0.111 0.044 0.032
H 0.148 -0.161 0.115
H 0.173 -0.130 -0.011
H -0.043 -0.138 -0.080
C 0.008 0.246 0.153
O 0.000 0.031 0.078
H -0.003 0.033 0.118
H 0.046 -0.058 -0.198
H -0.045 -0.053 -0.193
H 0.010 -0.166 0.032

E_LUMO (eV): -0.02
Frontier orbital gap (eV): 7.0
Total energy (eV): -69319.596
F_max (Eh/bohr): 0.087

Record 3
Molecular formula: C5H8O2
Method: DFT, ωB97M-V/def2-TZVPD

Cartesian coordinates (Å):
O  1.0925  -1.4376  1.2312
C  -0.0607  -0.6597  1.3972
C  -0.5484  0.0368  0.1668
C  -0.9715  -0.8829  -1.0074
C  -0.1586  0.0339  -1.9181
O  -0.1552  0.2364  -3.1011
C  0.5374  0.6878  -0.7280
H  1.1942  -0.5703  1.9082
H  -0.8212  -1.1429  2.0103
H  0.3359  0.2618  2.1589
H  -1.3334  0.7329  0.4721
H  -0.4991  -1.8705  -0.9339
H  -2.0359  -0.9895  -1.2286
H  1.5093  0.2097  -0.5505
H  0.6410  1.7760  -0.7392

Cartesian forces, eV/Å:
O 0.892 1.934 1.812
C -1.417 2.463 1.288
C -0.297 -0.017 0.053
C -0.138 -0.099 -0.081
C 0.045 0.012 -0.463
O 0.003 -0.071 0.544
C 0.048 0.132 -0.011
H 3.076 -3.503 -1.401
H -0.309 -0.144 -0.254
H -1.825 -0.765 -1.101
H -0.008 0.005 -0.260
H -0.057 0.136 -0.029
H 0.150 -0.011 -0.005
H -0.142 0.088 -0.077
H -0.022 -0.160 -0.014

ΔE to the lowest compared entry with this formula, charge and spin (kcal per mole): 84.9
E_LUMO (eV): 0.60
Frontier orbital gap (eV): 10.2
Total energy (eV): -9406.149
F_max (Eh/bohr): 0.095

Record 4
Molecular formula: C2HClNOS2
Method: DFT, ωB97M-V/def2-TZVPD

Cartesian coordinates (Å):
C  -1.8262  1.1400  0.3162
C  -0.1999  -0.5677  -0.5252
N  -1.2907  0.1532  -0.0335
O  -2.5683  1.9937  0.5377
S  0.4128  -1.8018  0.4590
S  0.4423  -0.1235  -2.0135
Cl  3.1781  -0.0643  0.7736
H  1.8520  -0.7296  0.4856

Cartesian forces, eV/Å:
C 0.021 -1.227 -1.138
C 0.418 0.538 -1.039
N 1.041 -1.267 -0.050
O -1.154 2.272 1.069
S -0.077 0.050 0.232
S -0.550 -0.100 0.723
Cl -1.017 -0.349 -0.258
H 1.317 0.084 0.463

ΔE to the lowest compared entry with this formula, charge and spin (kcal per mole): 1.3
E_LUMO (eV): 3.28
Net charge: -1
Frontier orbital gap (eV): 7.7
Total energy (eV): -39822.646
F_max (Eh/bohr): 0.054